Record 1
157
Properties=species:S:1:pos:R:3:lowdin_charge:R:1 method="wB97M-V/def2-TZVPD" charge=0 lumo_energy_ev=0.5 e_tot_ev=-72510.9070 gap_ev=9.187 smiles=COC[C@H](C)N.COC[C@H](C)N.COC[C@H](C)N.COC[C@H](C)N.COC[C@H](C)N.COCCNCCOC.CC(C)O.CC(C)O.CC(C)O.CC(C)O relative_energy_kj_mol=753.6
C -0.39 -1.73 2.90 -0.07
O 0.74 -0.81 2.58 -0.22
C 0.68 0.57 3.05 -0.20
C 1.83 1.43 2.49 -0.18
N 1.66 1.79 1.05 -0.06
C 1.16 3.18 0.77 -0.20
C -0.22 3.29 0.07 -0.20
O -0.51 2.13 -0.72 -0.22
C 0.48 1.69 -1.76 -0.05
H -0.44 -1.76 3.98 0.07
H -0.29 -2.72 2.45 0.08
H -1.39 -1.41 2.61 0.07
H 0.64 0.49 4.13 0.11
H -0.27 1.00 2.76 0.11
H 2.74 0.83 2.49 0.11
H 1.87 2.27 3.19 0.11
H 0.91 1.24 0.66 0.07
H 1.97 3.69 0.24 0.10
H 1.29 3.72 1.70 0.10
H -0.09 4.07 -0.68 0.11
H -0.96 3.51 0.83 0.12
H 0.74 2.64 -2.24 0.07
H 0.12 1.03 -2.54 0.08
H 1.47 1.38 -1.44 0.08
C 5.04 -4.53 8.89 -0.06
C 5.46 -3.18 9.58 -0.40
C 6.15 -3.21 10.91 -0.23
O 5.57 -3.97 11.94 -0.19
C 4.44 -3.36 12.50 -0.11
N 6.22 -2.37 8.57 0.03
H 5.79 -5.32 8.86 0.07
H 4.70 -4.61 7.86 0.07
H 4.25 -4.93 9.51 0.06
H 4.50 -2.73 9.83 0.11
H 6.50 -2.28 11.36 0.13
H 7.01 -3.83 10.66 0.13
H 3.68 -3.48 11.73 0.08
H 4.61 -2.31 12.71 0.09
H 4.16 -3.81 13.45 0.09
H 7.16 -2.71 8.53 0.06
H 5.81 -2.44 7.65 0.06
C -5.82 6.01 8.60 -0.05
C -6.79 5.43 7.52 -0.41
C -6.48 3.99 7.07 -0.28
O -6.89 3.71 5.81 -0.17
C -7.76 2.58 5.69 -0.08
N -8.13 5.30 8.09 0.03
H -4.78 5.98 8.27 0.07
H -5.90 5.61 9.61 0.07
H -6.11 7.06 8.69 0.07
H -6.80 6.04 6.62 0.14
H -6.59 3.17 7.77 0.14
H -5.40 4.07 6.92 0.12
H -7.18 1.68 5.88 0.08
H -8.26 2.42 4.73 0.09
H -8.44 2.56 6.54 0.08
H -8.63 4.72 7.43 0.05
H -8.48 6.23 7.91 0.07
C 0.19 -11.31 -1.71 -0.08
C 0.15 -11.02 -3.20 -0.44
C 0.95 -12.02 -4.14 -0.19
O 0.84 -11.44 -5.40 -0.22
C 1.74 -11.97 -6.37 -0.09
N -1.22 -11.00 -3.55 0.02
H -0.23 -10.45 -1.18 0.07
H 1.24 -11.40 -1.43 0.07
H -0.29 -12.18 -1.27 0.08
H 0.50 -10.00 -3.32 0.13
H 0.67 -13.07 -4.15 0.13
H 2.01 -12.03 -3.86 0.11
H 2.77 -11.78 -6.08 0.09
H 1.43 -11.44 -7.27 0.09
H 1.57 -13.04 -6.42 0.09
H -1.68 -10.28 -3.02 0.08
H -1.26 -10.73 -4.53 0.07
C -0.39 11.46 2.66 -0.08
C -1.85 11.66 2.40 -0.42
C -2.45 10.94 1.14 -0.17
O -3.88 11.24 1.12 -0.20
C -4.33 10.96 -0.18 -0.14
N -2.60 11.12 3.58 0.02
H 0.09 11.87 1.77 0.07
H -0.02 10.47 2.94 0.08
H 0.09 12.14 3.36 0.08
H -2.09 12.73 2.42 0.13
H -2.29 9.89 1.38 0.12
H -1.95 11.25 0.22 0.12
H -4.04 11.79 -0.83 0.09
H -5.42 10.98 -0.18 0.09
H -4.01 10.01 -0.60 0.09
H -2.17 10.25 3.84 0.06
H -3.58 10.98 3.39 0.06
C 5.11 -4.48 -4.63 -0.05
C 6.43 -4.20 -5.40 -0.45
C 7.54 -5.19 -5.60 -0.26
O 8.67 -4.85 -6.31 -0.19
C 9.67 -5.97 -6.29 -0.05
N 6.12 -3.63 -6.68 0.03
H 4.53 -5.30 -5.06 0.07
H 4.48 -3.59 -4.62 0.07
H 5.20 -4.70 -3.57 0.07
H 6.90 -3.35 -4.92 0.13
H 7.18 -6.01 -6.23 0.13
H 7.83 -5.56 -4.62 0.12
H 9.91 -6.11 -5.23 0.08
H 10.64 -5.69 -6.70 0.08
H 9.41 -6.87 -6.85 0.09
H 6.95 -3.71 -7.25 0.06
H 5.91 -2.67 -6.45 0.08
C -5.44 -2.57 -1.51 -0.06
C -6.38 -3.73 -1.47 -0.49
C -7.81 -3.57 -2.04 -0.05
O -5.85 -4.89 -2.16 -0.07
H -5.74 -1.79 -0.82 0.09
H -5.53 -2.27 -2.56 0.08
H -4.38 -2.83 -1.46 0.08
H -6.43 -4.07 -0.44 0.13
H -8.09 -4.09 -2.96 0.08
H -7.98 -2.51 -2.22 0.07
H -8.51 -3.85 -1.25 0.07
H -5.71 -4.61 -3.06 0.08
C -6.85 3.53 -6.96 -0.07
C -5.98 4.68 -7.37 -0.45
C -6.68 6.05 -7.35 -0.06
O -5.05 4.89 -6.31 -0.09
H -6.94 3.23 -5.91 0.08
H -6.84 2.53 -7.39 0.08
H -7.87 3.88 -7.14 0.07
H -5.32 4.42 -8.19 0.14
H -7.22 6.28 -6.43 0.09
H -7.34 6.26 -8.19 0.07
H -5.95 6.84 -7.51 0.08
H -5.02 4.06 -5.83 0.07
C 9.80 5.64 1.40 -0.06
C 8.73 6.00 2.40 -0.58
C 8.79 5.45 3.83 -0.05
O 8.60 7.34 2.40 -0.03
H 9.60 5.82 0.35 0.08
H 9.80 4.56 1.45 0.07
H 10.79 5.95 1.74 0.08
H 7.79 5.58 2.02 0.14
H 8.59 4.39 3.93 0.08
H 8.11 6.09 4.40 0.08
H 9.78 5.62 4.24 0.07
H 9.41 7.77 2.69 0.10
C -2.15 -5.12 -10.07 -0.07
C -2.44 -4.01 -9.05 -0.41
C -2.83 -2.69 -9.77 -0.07
O -3.69 -4.44 -8.41 -0.10
H -2.92 -5.26 -10.83 0.07
H -2.03 -6.10 -9.59 0.08
H -1.30 -4.85 -10.70 0.08
H -1.71 -3.90 -8.25 0.14
H -3.19 -1.87 -9.15 0.08
H -3.46 -2.99 -10.61 0.08
H -2.01 -2.12 -10.21 0.07
H -4.42 -4.43 -9.04 0.07

***

Record 2
163
Properties=species:S:1:pos:R:3:lowdin_charge:R:1 method="wB97M-V/def2-TZVPD" charge=0 lumo_energy_ev=0.5 e_tot_ev=-82209.7520 gap_ev=9.006 smiles=COC[C@H](C)N.COC[C@H](C)N.COCCNCCOC.COCCNCCOC.COCCNCCOC.COCCNCCOC.COCCNCCOC.O.O.O
C 12.47 16.24 18.59 -0.06
C 12.18 16.75 17.18 -0.40
C 12.73 18.18 17.05 -0.18
O 12.28 18.73 15.83 -0.19
C 13.05 18.68 14.68 -0.13
N 12.71 15.76 16.23 0.08
H 11.95 16.85 19.26 0.06
H 13.49 16.37 18.88 0.05
H 12.19 15.20 18.68 0.07
H 11.13 16.87 17.04 0.11
H 13.86 18.10 17.00 0.12
H 12.54 18.87 17.85 0.12
H 12.34 18.79 13.80 0.10
H 13.64 17.73 14.57 0.06
H 13.74 19.60 14.63 0.10
H 12.07 15.50 15.47 0.06
H 13.56 16.09 15.77 0.04
C 12.97 13.46 13.69 -0.02
C 14.11 12.79 14.55 -0.37
C 15.32 13.65 14.28 -0.19
O 15.16 14.89 14.96 -0.22
C 16.34 15.71 14.85 -0.08
N 13.72 12.76 15.94 0.04
H 13.10 13.24 12.66 0.07
H 13.02 14.51 13.77 0.03
H 12.02 13.01 14.00 0.07
H 14.23 11.72 14.27 0.14
H 15.40 13.84 13.23 0.11
H 16.25 13.15 14.66 0.11
H 15.96 16.62 15.34 0.09
H 16.74 15.88 13.86 0.09
H 17.15 15.26 15.42 0.05
H 13.39 13.62 16.38 0.06
H 14.40 12.40 16.60 0.06
C 14.43 16.72 11.86 -0.13
O 14.71 15.54 11.20 -0.19
C 15.30 15.74 9.92 -0.21
C 15.64 14.41 9.27 -0.18
N 16.99 13.98 9.69 -0.07
C 17.31 12.56 9.50 -0.21
C 18.84 12.27 9.64 -0.18
O 19.39 13.17 10.62 -0.23
C 18.73 13.03 11.86 -0.12
H 15.34 17.36 11.75 0.10
H 14.20 16.54 12.90 0.05
H 13.54 17.24 11.46 0.10
H 16.24 16.26 10.04 0.11
H 14.64 16.34 9.29 0.12
H 15.59 14.41 8.21 0.10
H 14.92 13.77 9.75 0.11
H 17.68 14.62 9.28 0.13
H 17.01 12.10 8.52 0.12
H 16.78 11.98 10.31 0.10
H 19.30 12.63 8.70 0.12
H 19.16 11.27 9.94 0.10
H 17.70 13.48 11.87 0.09
H 19.33 13.57 12.62 0.08
H 18.67 11.95 12.13 0.08
C 14.41 17.59 23.67 -0.12
O 14.91 18.88 23.32 -0.18
C 15.03 19.05 21.89 -0.24
C 16.38 19.42 21.45 -0.21
N 16.44 19.98 20.10 -0.06
C 15.97 19.19 18.99 -0.24
C 16.98 18.20 18.50 -0.21
O 16.37 17.23 17.63 -0.21
C 16.62 15.88 18.11 -0.09
H 15.05 16.76 23.42 0.08
H 13.34 17.42 23.32 0.11
H 14.33 17.60 24.76 0.08
H 14.41 19.87 21.60 0.12
H 14.67 18.12 21.43 0.11
H 17.07 18.59 21.45 0.11
H 16.70 20.23 22.09 0.13
H 16.09 20.97 20.07 0.11
H 15.64 19.82 18.20 0.11
H 15.06 18.65 19.27 0.10
H 17.47 17.75 19.39 0.12
H 17.79 18.76 18.04 0.12
H 17.65 15.54 17.88 0.09
H 15.86 15.15 17.75 0.09
H 16.51 15.86 19.23 0.09
C 16.97 11.66 16.93 -0.09
O 17.97 12.64 16.64 -0.21
C 18.88 12.18 15.66 -0.24
C 20.05 13.16 15.66 -0.17
N 19.54 14.50 15.11 -0.07
C 20.68 15.47 14.93 -0.18
C 19.94 16.70 14.28 -0.20
O 18.99 17.21 15.25 -0.21
C 18.35 18.38 14.78 -0.11
H 16.29 11.97 17.70 0.08
H 17.46 10.77 17.32 0.08
H 16.53 11.33 15.94 0.09
H 18.40 12.18 14.66 0.11
H 19.22 11.20 15.93 0.10
H 20.84 12.79 14.98 0.11
H 20.49 13.27 16.65 0.12
H 18.92 14.86 15.88 0.09
H 21.30 14.87 14.17 0.13
H 21.24 15.80 15.86 0.13
H 19.41 16.28 13.43 0.11
H 20.64 17.48 14.02 0.11
H 17.83 18.85 15.61 0.08
H 17.65 18.14 14.00 0.07
H 19.08 19.10 14.42 0.08
C 14.23 10.22 10.37 -0.10
O 15.19 10.37 11.40 -0.23
C 15.23 9.23 12.20 -0.26
C 16.51 9.27 12.96 -0.25
N 17.65 8.85 12.19 -0.06
C 18.86 8.95 12.97 -0.25
C 20.23 8.95 12.30 -0.19
O 20.29 10.17 11.53 -0.25
C 21.44 10.97 11.75 -0.09
H 14.63 9.48 9.65 0.10
H 14.19 11.19 9.88 0.07
H 13.21 9.97 10.73 0.10
H 15.19 8.31 11.58 0.13
H 14.36 9.29 12.87 0.12
H 16.49 8.55 13.83 0.14
H 16.57 10.32 13.45 0.13
H 17.76 9.47 11.36 0.13
H 18.87 8.01 13.67 0.15
H 18.80 9.78 13.69 0.10
H 20.48 8.06 11.69 0.13
H 20.97 8.99 13.16 0.13
H 21.19 11.92 11.25 0.08
H 22.46 10.59 11.49 0.10
H 21.45 11.09 12.83 0.07
C 8.86 14.93 18.66 -0.15
O 8.13 14.69 17.54 -0.19
C 8.96 14.15 16.46 -0.17
C 8.08 14.06 15.20 -0.17
N 8.99 13.66 14.07 -0.06
C 8.17 13.06 13.06 -0.25
C 9.08 12.57 11.93 -0.23
O 9.94 13.52 11.36 -0.21
C 9.33 14.51 10.56 -0.11
H 8.19 15.30 19.42 0.08
H 9.69 15.66 18.47 0.08
H 9.29 13.95 19.00 0.10
H 9.37 13.16 16.66 0.10
H 9.74 14.92 16.30 0.11
H 7.65 15.03 14.96 0.12
H 7.30 13.27 15.35 0.13
H 9.44 12.84 14.48 0.09
H 7.39 13.71 12.68 0.12
H 7.62 12.15 13.44 0.13
H 8.40 12.11 11.15 0.14
H 9.71 11.89 12.41 0.10
H 10.16 14.91 9.93 0.11
H 8.88 15.28 11.22 0.09
H 8.49 14.09 9.96 0.09
O 15.64 23.16 19.16 -0.05
H 14.77 22.81 19.16 0.01
H 15.95 22.92 18.26 0.06
O 10.93 16.01 13.24 -0.09
H 10.21 15.47 13.65 0.02
H 11.23 15.41 12.54 0.02
O 10.99 11.44 16.14 -0.09
H 11.87 11.81 16.09 -0.03
H 11.02 10.57 16.60 0.06

***

Record 3
163
Properties=species:S:1:pos:R:3:lowdin_charge:R:1 method="wB97M-V/def2-TZVPD" charge=0 lumo_energy_ev=0.4 e_tot_ev=-75563.4975 gap_ev=9.185 smiles=COC[C@H](C)N.COC[C@H](C)N.COC[C@H](C)N.COC[C@H](C)N.COC[C@H](C)N.COC[C@H](C)N.COC[C@H](C)N.COC[C@H](C)N.CCO.CCO.CCO relative_energy_kj_mol=128.2
C -0.04 -1.15 -0.55 -0.06
C -0.66 0.10 0.06 -0.31
O -0.02 0.33 1.31 -0.12
H 0.98 -0.85 -0.83 0.06
H -0.51 -1.32 -1.52 0.07
H -0.02 -1.95 0.18 0.05
H -1.75 -0.01 0.13 0.09
H -0.52 1.01 -0.54 0.08
H -0.39 1.19 1.63 0.03
C -3.52 -4.66 -0.98 -0.08
C -3.31 -3.30 -0.34 -0.32
O -4.52 -2.58 -0.13 -0.09
H -4.15 -4.60 -1.87 0.08
H -4.00 -5.31 -0.24 0.08
H -2.56 -5.11 -1.23 0.06
H -2.69 -2.66 -0.97 0.09
H -2.78 -3.45 0.61 0.10
H -5.07 -3.05 0.51 0.08
C 0.49 -4.60 -0.83 -0.08
C 0.92 -5.38 0.43 -0.29
O 0.00 -6.44 0.63 -0.07
H 0.33 -5.27 -1.67 0.08
H 1.17 -3.79 -1.09 0.05
H -0.49 -4.17 -0.59 0.05
H 0.95 -4.72 1.30 0.11
H 1.94 -5.74 0.29 0.10
H 0.36 -7.28 0.34 0.08
C -7.47 0.44 4.09 -0.07
C -7.62 0.32 2.57 -0.41
C -6.29 -0.10 1.98 -0.25
O -5.38 0.96 2.05 -0.18
C -4.10 0.57 1.58 -0.11
N -8.59 -0.76 2.26 0.02
H -7.45 -0.51 4.62 0.08
H -8.34 0.95 4.53 0.07
H -6.61 1.06 4.35 0.07
H -8.02 1.18 2.04 0.14
H -6.47 -0.45 0.95 0.13
H -5.85 -0.99 2.46 0.13
H -3.44 1.43 1.61 0.07
H -4.19 0.12 0.59 0.08
H -3.73 -0.26 2.20 0.09
H -8.24 -1.63 2.65 0.06
H -9.46 -0.60 2.75 0.07
C -0.38 -2.35 7.21 -0.06
C 0.80 -1.96 6.31 -0.43
C 0.32 -1.55 4.93 -0.22
O -0.35 -2.63 4.31 -0.18
C -0.89 -2.27 3.05 -0.10
N 1.60 -0.87 6.88 0.03
H -1.02 -1.48 7.38 0.08
H 0.05 -2.68 8.16 0.07
H -1.05 -3.13 6.86 0.08
H 1.48 -2.81 6.22 0.14
H 1.08 -1.10 4.28 0.12
H -0.44 -0.76 5.08 0.12
H -1.58 -3.08 2.82 0.09
H -0.13 -2.17 2.28 0.06
H -1.42 -1.31 3.08 0.08
H 1.89 -1.17 7.81 0.07
H 0.91 -0.13 7.06 0.07
C -1.99 2.52 4.25 -0.04
C -0.74 3.08 3.58 -0.41
C 0.57 2.45 4.01 -0.21
O 1.06 3.06 5.17 -0.16
C 2.16 2.39 5.69 -0.12
N -0.94 2.92 2.14 0.04
H -2.91 2.86 3.77 0.07
H -2.10 2.85 5.29 0.08
H -1.97 1.42 4.21 0.07
H -0.72 4.16 3.80 0.14
H 1.30 2.60 3.20 0.13
H 0.43 1.37 4.13 0.11
H 1.97 1.32 5.83 0.05
H 2.56 2.82 6.61 0.09
H 3.05 2.46 5.05 0.09
H -0.14 3.38 1.69 0.05
H -1.70 3.50 1.79 0.10
C 2.98 7.67 0.59 -0.06
C 1.99 6.52 0.64 -0.45
C 2.54 5.24 -0.01 -0.23
O 1.65 4.15 0.07 -0.21
C 0.53 4.30 -0.80 -0.08
N 1.58 6.29 2.04 0.05
H 3.91 7.27 1.02 0.08
H 2.68 8.54 1.16 0.08
H 3.24 7.96 -0.43 0.08
H 1.09 6.83 0.10 0.12
H 3.46 5.01 0.54 0.13
H 2.93 5.48 -1.01 0.12
H 0.01 5.24 -0.64 0.09
H -0.16 3.51 -0.48 0.07
H 0.75 4.13 -1.85 0.09
H 0.98 5.46 2.04 0.05
H 2.40 5.90 2.51 0.08
C 2.24 2.22 -3.66 -0.05
C 3.50 2.70 -2.94 -0.42
C 4.32 1.46 -2.55 -0.19
O 3.61 0.51 -1.76 -0.24
C 3.32 0.97 -0.43 -0.06
N 4.32 3.50 -3.87 0.04
H 2.52 1.60 -4.52 0.08
H 1.61 3.02 -4.05 0.07
H 1.65 1.62 -2.97 0.07
H 3.26 3.33 -2.09 0.10
H 5.24 1.72 -2.01 0.13
H 4.56 0.93 -3.47 0.12
H 4.20 0.75 0.18 0.09
H 2.49 0.38 -0.04 0.06
H 3.06 2.03 -0.42 0.07
H 4.87 4.15 -3.33 0.07
H 3.75 4.09 -4.47 0.07
C 1.41 -0.94 -6.02 -0.06
C 1.31 -1.21 -4.52 -0.40
C 0.48 -2.45 -4.26 -0.21
O -0.88 -2.14 -4.49 -0.21
C -1.74 -3.20 -4.15 -0.11
N 2.68 -1.45 -3.99 0.06
H 2.08 -0.13 -6.29 0.07
H 0.41 -0.84 -6.46 0.08
H 1.78 -1.84 -6.53 0.08
H 0.89 -0.37 -3.96 0.11
H 0.62 -2.85 -3.26 0.10
H 0.86 -3.28 -4.87 0.14
H -2.77 -2.94 -4.37 0.09
H -1.66 -3.61 -3.14 0.07
H -1.55 -4.05 -4.83 0.10
H 3.03 -0.64 -3.50 0.03
H 3.28 -1.64 -4.78 0.08
C 5.18 -5.07 -0.78 -0.06
C 3.97 -4.17 -1.14 -0.44
C 3.86 -2.98 -0.22 -0.21
O 3.63 -3.41 1.11 -0.18
C 3.13 -2.39 1.94 -0.10
N 4.14 -3.72 -2.52 0.04
H 5.40 -5.76 -1.59 0.07
H 4.92 -5.72 0.06 0.07
H 6.06 -4.49 -0.50 0.08
H 3.16 -4.90 -1.16 0.10
H 3.04 -2.33 -0.57 0.10
H 4.77 -2.37 -0.28 0.13
H 2.72 -2.87 2.83 0.09
H 2.27 -1.89 1.48 0.07
H 3.91 -1.66 2.18 0.09
H 5.03 -3.25 -2.61 0.07
H 3.42 -3.05 -2.83 0.02
C -1.86 1.39 -2.88 -0.06
C -2.59 1.25 -4.22 -0.40
C -1.70 1.60 -5.41 -0.20
O -1.38 2.98 -5.36 -0.20
C -0.52 3.32 -6.43 -0.12
N -3.09 -0.12 -4.39 0.05
H -0.79 1.17 -2.87 0.06
H -2.37 0.99 -2.01 0.07
H -1.79 2.47 -2.66 0.08
H -3.42 1.95 -4.23 0.14
H -2.30 1.46 -6.31 0.13
H -0.78 1.01 -5.50 0.11
H -0.37 4.39 -6.45 0.09
H -0.99 3.02 -7.38 0.09
H 0.39 2.70 -6.37 0.08
H -3.63 -0.30 -3.55 0.07
H -2.33 -0.80 -4.31 0.03